290
Properties=species:S:1:pos:R:3:forces:R:3 method="wB97M-V/def2-TZVPD" lumo_energy_ev=0.6 orbital_gap_ev=8.889 multiplicity=1 total_energy_ev=-138875.626 de_lowest_ev=3.636 total_charge=0
C 4.112 -2.375 7.145 0.1 -1.8 0.2
O 3.242 -1.570 6.396 -0.7 0.4 0.4
C 1.813 -1.843 6.522 0.8 -0.4 -1.2
C 1.493 -2.971 5.530 -1.3 -0.2 -0.1
N 1.735 -2.492 4.178 1.0 1.0 0.0
C 1.260 -3.214 3.035 -0.8 -0.5 -0.5
C 0.605 -2.293 1.990 0.0 1.9 1.5
O -0.013 -2.890 0.891 0.3 -0.1 -0.7
C 0.772 -3.854 0.141 0.5 1.4 1.6
H 4.139 -2.153 8.251 -0.1 0.0 -1.1
H 5.107 -2.328 6.691 0.0 0.7 0.3
H 3.930 -3.492 7.005 -0.4 1.1 0.4
H 1.280 -0.898 6.237 0.5 -0.9 0.4
H 1.543 -2.200 7.510 0.1 0.3 0.5
H 0.392 -3.189 5.569 0.8 0.1 0.2
H 2.026 -3.923 5.830 -0.3 0.8 -0.4
H 2.719 -2.284 4.042 -0.1 0.2 0.3
H 0.454 -3.854 3.387 0.0 -0.6 -0.2
H 2.059 -3.781 2.558 0.0 -0.4 0.0
H 1.353 -1.476 1.694 -0.8 -0.9 0.1
H -0.227 -1.797 2.591 1.2 -0.3 -1.0
H 0.424 -3.866 -0.860 -0.5 -0.2 -0.7
H 0.648 -4.760 0.683 0.0 -1.3 -0.2
H 1.856 -3.645 0.136 -0.4 0.3 0.0
C -4.739 -1.974 9.193 0.5 -1.7 0.2
O -3.955 -1.638 8.057 -0.2 -1.4 -0.1
C -3.725 -0.297 7.793 0.0 1.1 2.4
C -2.904 -0.034 6.589 2.0 -0.3 0.3
N -2.442 1.351 6.611 0.4 1.2 -1.6
C -3.292 2.468 6.062 0.5 -0.2 0.3
C -4.057 2.253 4.756 -1.5 0.1 0.3
O -3.185 1.962 3.690 0.6 -0.6 0.2
C -3.838 2.023 2.439 -2.6 0.4 0.4
H -5.684 -1.411 9.279 0.4 -0.1 -0.2
H -4.176 -1.961 10.179 -0.4 0.5 -1.1
H -4.943 -3.083 9.024 -0.2 1.4 0.4
H -3.178 0.115 8.692 -0.6 0.1 -0.8
H -4.686 0.205 7.667 -0.2 0.3 0.2
H -3.424 -0.359 5.724 -0.7 -0.1 -1.2
H -1.967 -0.652 6.618 -0.8 0.3 0.1
H -1.576 1.410 6.041 -0.7 -0.3 0.7
H -2.585 3.268 5.791 0.0 -0.2 0.4
H -3.940 2.903 6.866 0.2 -0.6 -0.8
H -4.595 3.198 4.502 0.3 -0.2 0.3
H -4.920 1.516 4.873 1.1 0.3 -0.3
H -4.806 1.414 2.530 1.4 0.4 -0.5
H -3.243 1.723 1.561 0.1 -0.1 0.7
H -4.224 3.069 2.310 0.5 -0.5 -0.2
C 0.161 -1.596 -7.422 -2.4 0.6 -0.1
O -0.554 -2.329 -6.438 0.8 0.2 0.0
C -1.267 -1.493 -5.548 -0.3 -1.1 0.9
C -1.459 -2.365 -4.266 -1.4 1.3 0.7
N -2.668 -1.893 -3.445 0.4 -0.1 -2.7
C -2.730 -2.494 -2.155 0.5 0.0 0.5
C -3.142 -3.938 -2.070 -0.8 -0.4 0.1
O -4.552 -3.920 -2.324 -0.5 -0.9 -0.1
C -5.149 -5.220 -2.437 1.5 0.1 -1.0
H -0.509 -1.455 -8.297 0.0 0.7 0.4
H 0.882 -2.214 -7.869 1.7 -0.7 0.1
H 0.471 -0.630 -6.985 0.4 -0.4 -0.6
H -2.220 -1.188 -6.014 0.2 0.1 0.3
H -0.679 -0.607 -5.254 -0.2 -0.1 -0.3
H -0.563 -2.186 -3.620 -0.7 -0.6 -0.5
H -1.568 -3.425 -4.531 0.4 0.2 -0.1
H -3.561 -2.079 -3.974 1.4 0.2 0.7
H -3.467 -1.933 -1.582 -0.1 0.0 0.3
H -1.756 -2.337 -1.678 -0.1 -0.1 0.1
H -3.002 -4.285 -1.040 0.3 -0.2 -0.2
H -2.655 -4.620 -2.804 0.0 0.4 0.4
H -4.988 -5.856 -1.549 0.5 0.1 -0.4
H -4.793 -5.717 -3.422 -0.5 0.4 1.6
H -6.200 -5.072 -2.475 -0.9 0.2 -0.3
C 3.532 6.403 2.807 -0.4 -0.3 -0.4
O 3.680 6.095 1.444 -0.1 -0.4 0.2
C 2.948 7.032 0.708 -1.0 1.4 1.7
C 3.052 6.728 -0.685 0.4 -1.5 -1.4
N 2.211 5.550 -1.026 1.4 1.0 -0.1
C 2.644 5.171 -2.380 -0.5 0.2 -0.1
C 1.741 4.082 -2.920 0.0 0.6 2.0
O 2.153 3.707 -4.159 0.2 -0.7 -1.7
C 1.299 2.710 -4.716 0.3 -0.1 0.6
H 3.789 7.434 3.030 0.3 0.2 0.0
H 4.106 5.710 3.368 0.7 -0.5 0.6
H 2.500 6.239 3.052 -0.8 0.1 0.5
H 3.397 7.992 0.948 -0.1 0.6 -0.2
H 1.856 7.109 0.966 0.7 -0.4 0.3
H 4.136 6.606 -0.863 -0.1 -0.5 -0.4
H 2.772 7.532 -1.316 -0.6 1.0 -0.5
H 2.454 4.847 -0.320 -0.2 -0.2 -0.7
H 3.695 4.876 -2.401 0.2 -0.3 0.0
H 2.599 6.070 -3.022 -0.2 -0.2 0.2
H 0.686 4.431 -2.925 0.3 -0.3 0.1
H 1.888 3.264 -2.205 -0.5 -0.3 0.0
H 1.581 2.679 -5.757 -0.5 0.0 -0.4
H 0.259 2.955 -4.461 0.0 0.2 -0.7
H 1.444 1.709 -4.283 0.4 0.3 0.1
C -2.695 -1.967 3.107 0.7 0.5 -0.7
O -2.115 -2.803 4.084 -0.6 0.6 0.3
C -3.097 -3.315 4.941 -1.5 1.5 0.4
C -2.486 -4.157 5.980 -0.1 1.1 2.3
N -3.580 -4.498 6.899 0.4 -1.6 -0.1
C -3.298 -5.583 7.856 0.2 1.4 -0.6
C -2.066 -5.473 8.743 0.6 2.3 -2.2
O -0.987 -6.011 7.943 -0.2 -0.2 1.2
C 0.287 -5.719 8.479 0.5 0.2 -2.9
H -3.665 -2.283 2.743 -0.2 -0.4 0.0
H -1.966 -1.978 2.317 -0.2 -0.1 -0.9
H -2.789 -0.906 3.345 -0.1 0.1 0.8
H -3.864 -3.823 4.395 -0.3 -1.1 -0.8
H -3.805 -2.558 5.437 1.5 -0.1 -0.4
H -1.733 -3.508 6.551 -0.3 -1.0 -0.9
H -2.033 -5.036 5.550 0.3 -0.4 0.1
H -4.032 -3.686 7.266 0.2 0.4 0.4
H -3.267 -6.458 7.252 0.4 -1.1 -0.3
H -4.100 -5.737 8.529 -1.4 0.2 0.5
H -2.286 -5.963 9.678 0.6 -0.5 0.5
H -1.872 -4.331 8.909 -0.2 -1.8 0.1
H 0.636 -4.751 8.083 0.0 -0.1 0.2
H 1.049 -6.464 8.203 -0.5 0.0 -0.3
H 0.278 -5.700 9.498 -0.1 0.2 3.0
C -3.806 -7.017 1.357 -0.5 -0.3 -1.1
C -2.422 -6.435 1.134 0.4 -0.2 -0.6
C -1.785 -6.899 -0.166 1.0 0.5 0.3
O -1.589 -8.285 -0.051 0.0 0.0 0.1
C -0.952 -8.824 -1.181 0.0 0.2 0.3
N -2.475 -4.997 1.139 0.1 1.1 -0.6
H -4.436 -6.736 0.471 0.3 0.0 0.8
H -4.245 -6.594 2.261 -0.1 -0.1 0.0
H -3.845 -8.125 1.374 0.3 0.7 0.3
H -1.689 -6.820 1.815 0.1 -0.4 1.2
H -0.792 -6.378 -0.281 -0.6 -0.4 0.1
H -2.337 -6.634 -1.053 -0.7 0.0 -0.5
H -0.912 -9.894 -0.999 0.2 -0.1 -0.1
H 0.096 -8.405 -1.255 -1.0 -0.3 -0.4
H -1.626 -8.649 -2.040 0.8 0.1 -0.2
H -1.596 -4.496 1.098 0.4 -0.5 -0.5
H -2.840 -4.585 1.963 -1.0 -0.1 1.0
C 3.517 3.316 -8.677 -0.5 -0.3 -0.2
C 4.986 3.565 -8.435 1.1 -0.4 -0.3
C 5.205 3.670 -6.981 -0.6 2.4 1.8
O 4.952 2.490 -6.283 -0.4 -1.2 -0.6
C 5.170 2.709 -4.908 -0.6 2.0 -0.5
N 5.884 2.465 -8.803 -1.1 -0.4 -2.5
H 3.458 2.851 -9.658 -0.6 0.0 -0.1
H 2.831 4.187 -8.623 0.7 -0.3 -0.1
H 3.204 2.615 -7.900 -0.3 -0.2 -0.3
H 5.318 4.470 -8.965 0.0 0.0 0.4
H 4.421 4.423 -6.682 0.9 -0.1 0.5
H 6.219 3.984 -6.662 -0.3 0.4 -0.6
H 6.221 3.019 -4.828 -0.1 0.2 0.5
H 5.034 1.804 -4.355 -0.4 -0.6 0.3
H 4.433 3.555 -4.651 1.3 -1.3 0.5
H 5.501 2.067 -9.706 0.9 0.2 1.4
H 5.764 1.772 -8.082 0.1 -0.6 0.0
C 3.568 0.482 0.404 -1.5 -0.5 0.5
C 4.357 1.740 0.112 2.1 -2.7 -1.4
C 4.664 1.700 -1.418 -1.0 -0.9 0.1
O 5.601 0.687 -1.839 -0.9 0.3 0.3
C 6.935 1.105 -1.591 -0.9 0.4 0.3
N 3.576 2.874 0.349 -0.1 2.1 1.0
H 2.562 0.459 -0.116 1.3 0.2 -0.1
H 3.236 0.465 1.446 0.4 -0.1 0.3
H 4.124 -0.441 0.192 -0.1 0.3 0.0
H 5.370 1.676 0.674 -1.4 0.2 -0.5
H 5.013 2.675 -1.680 0.4 0.9 -0.6
H 3.662 1.538 -1.925 1.2 0.0 0.4
H 7.557 0.230 -1.395 0.0 0.2 0.1
H 6.859 1.791 -0.731 0.9 -0.3 -0.1
H 7.299 1.661 -2.452 0.3 0.1 -0.1
H 3.244 2.805 1.306 -0.4 0.1 0.2
H 4.192 3.697 0.399 -0.3 -0.2 -0.2
C -7.219 -1.568 4.334 0.7 -0.5 -3.3
C -7.329 -0.292 3.485 -0.8 -1.0 0.0
C -7.090 -0.558 1.956 1.1 0.5 2.3
O -5.673 -0.825 1.917 -1.0 -0.6 -0.7
C -5.409 -1.437 0.681 0.0 0.8 -1.7
N -8.544 0.440 3.851 -1.2 0.2 -1.1
H -8.044 -2.201 4.061 -0.5 -0.5 0.1
H -7.218 -1.389 5.335 -0.3 0.8 2.9
H -6.287 -2.135 4.151 -0.4 0.4 -0.3
H -6.556 0.360 3.821 1.0 0.5 -0.2
H -7.248 0.366 1.404 -0.3 0.2 -0.3
H -7.666 -1.376 1.510 -0.1 0.0 0.3
H -4.360 -1.295 0.407 0.0 -0.4 0.4
H -5.958 -0.915 -0.152 0.3 -0.2 0.6
H -5.742 -2.477 0.603 0.3 -0.1 0.3
H -8.663 1.197 3.155 -0.1 -0.4 0.7
H -9.428 -0.112 3.804 1.2 0.3 0.0
C -2.838 4.357 -1.280 0.5 0.8 0.0
C -3.053 3.946 -2.709 -0.6 0.3 0.0
C -4.475 4.314 -3.126 0.2 -0.7 0.5
O -4.707 4.124 -4.504 -1.5 0.2 -0.3
C -5.961 4.804 -4.869 2.5 0.6 0.4
N -2.068 4.630 -3.531 0.4 -1.4 0.5
H -1.813 4.101 -1.032 0.1 0.1 0.2
H -3.512 3.842 -0.638 -0.5 -0.5 0.7
H -2.970 5.430 -1.114 0.0 0.0 -0.1
H -2.997 2.836 -2.602 0.5 0.5 -1.2
H -4.641 5.367 -2.918 -0.1 0.4 0.4
H -5.111 3.683 -2.464 -0.4 0.4 -0.6
H -6.211 4.584 -5.879 -0.2 -0.7 -0.7
H -5.764 5.895 -4.865 -0.2 -0.3 0.3
H -6.722 4.564 -4.159 -0.7 -0.3 0.3
H -2.048 5.605 -3.282 0.2 0.3 0.0
H -2.269 4.497 -4.499 -0.2 0.2 -0.7
C 0.026 2.153 -0.134 -0.4 -1.3 -0.6
C -0.684 1.118 -1.034 -0.4 1.3 -1.0
C 0.163 0.016 -1.566 1.4 -1.8 -0.3
O 1.299 0.399 -2.325 0.1 0.6 -0.3
C 2.014 -0.698 -2.891 -0.3 0.3 0.5
N -1.849 0.556 -0.371 1.5 -0.7 2.0
H 0.412 1.698 0.805 -0.3 0.2 -0.7
H -0.715 2.910 0.095 0.2 0.2 0.2
H 0.839 2.521 -0.745 0.3 0.5 0.4
H -1.045 1.579 -1.980 0.1 0.5 0.6
H -0.469 -0.611 -2.192 -0.3 -0.1 -0.2
H 0.571 -0.657 -0.794 -0.4 0.1 0.5
H 1.533 -1.077 -3.818 0.1 0.1 0.4
H 2.082 -1.506 -2.131 0.1 0.2 -0.4
H 3.013 -0.328 -3.142 -0.1 -0.2 0.0
H -2.535 0.180 -1.000 0.1 -0.6 -0.2
H -1.378 -0.178 0.234 -1.7 0.6 -0.7
C 3.960 -4.848 -2.372 -0.9 -0.9 -1.3
C 2.497 -4.755 -2.764 -0.4 -0.8 0.5
C 2.291 -5.128 -4.244 0.0 0.6 -0.5
O 0.915 -5.262 -4.602 0.0 0.6 0.2
C 0.626 -5.549 -5.977 1.4 -0.8 0.3
N 1.734 -5.681 -1.894 -1.7 0.3 -0.7
H 4.470 -4.423 -3.202 1.1 0.5 -0.5
H 4.234 -5.906 -2.326 0.2 0.2 0.3
H 4.167 -4.312 -1.481 0.3 0.3 0.9
H 2.230 -3.684 -2.601 -0.5 -0.8 0.0
H 2.800 -6.092 -4.393 0.1 0.1 -0.3
H 2.717 -4.314 -4.871 0.2 -0.5 0.1
H 0.845 -4.757 -6.747 -0.3 -0.4 1.1
H -0.405 -5.864 -5.978 -0.4 0.3 -0.2
H 1.221 -6.453 -6.241 -0.2 0.4 -0.2
H 2.108 -6.621 -1.739 0.5 0.7 -0.4
H 0.830 -5.842 -2.389 0.7 0.1 0.7
C -1.397 9.283 -2.432 1.5 0.1 -2.3
C -0.463 8.300 -1.661 0.0 0.9 1.6
C -1.158 7.943 -0.368 0.5 -1.3 2.4
O -0.889 8.842 0.787 -1.3 -1.1 -1.8
C -1.474 8.240 1.946 1.8 -0.4 -1.0
N -0.297 6.995 -2.303 0.1 0.3 -0.5
H -2.203 8.695 -2.919 0.3 0.3 0.5
H -0.790 9.728 -3.287 -0.7 -0.6 0.7
H -1.815 10.193 -1.964 0.3 -0.8 0.6
H 0.536 8.748 -1.361 -1.0 0.0 -0.5
H -0.835 6.887 -0.036 -0.1 1.4 -0.4
H -2.234 7.808 -0.556 0.0 0.5 0.2
H -1.344 8.928 2.740 -0.3 0.8 0.8
H -0.856 7.377 2.168 0.2 -0.5 0.4
H -2.463 7.845 1.831 -0.9 0.3 -0.3
H 0.194 7.112 -3.186 0.0 -0.2 0.1
H 0.275 6.377 -1.693 -0.3 0.5 -0.6
C 0.089 2.984 3.355 0.5 0.9 0.7
C 0.836 1.672 3.509 0.2 -0.6 0.1
C 2.167 1.731 4.139 0.5 2.2 2.2
O 3.059 2.548 3.391 1.5 -1.0 0.4
C 4.343 2.515 4.066 -0.8 1.2 0.4
N 0.149 0.747 4.420 -1.9 -1.9 -1.3
H 0.585 3.750 2.707 -0.2 -0.9 0.4
H -0.120 3.476 4.341 0.4 -0.5 -0.6
H -0.872 2.748 2.946 -0.7 0.0 -0.4
H 1.007 1.212 2.543 -0.3 -0.1 -0.6
H 2.561 0.739 4.433 0.1 0.3 -0.6
H 1.998 2.286 5.130 0.3 -0.8 -0.9
H 4.140 2.353 5.124 0.1 0.0 0.2
H 4.783 3.521 4.005 0.0 -0.4 -0.3
H 5.059 1.753 3.765 -0.3 -0.2 -0.6
H -0.785 0.553 3.962 0.9 0.3 0.9
H 0.611 -0.204 4.322 -0.5 1.3 0.2
C 4.924 -2.451 -7.133 -2.1 1.0 0.0
C 5.195 -1.748 -5.785 -0.1 0.1 0.3
C 6.606 -1.137 -5.562 -1.2 -0.8 -0.6
O 6.790 -0.170 -6.543 0.6 1.4 -0.4
C 8.159 0.273 -6.561 -0.7 -1.4 0.9
N 4.228 -0.631 -5.564 1.6 0.4 -0.7
H 3.797 -2.614 -7.073 1.2 -0.1 -0.3
H 5.355 -3.416 -7.319 0.6 -0.4 0.2
H 5.055 -1.807 -8.023 0.2 -0.2 0.5
H 5.009 -2.520 -5.008 0.2 0.5 -0.1
H 7.401 -1.867 -5.684 0.1 -0.6 0.3
H 6.632 -0.693 -4.574 0.1 0.1 0.5
H 8.702 -0.614 -6.891 0.6 0.3 -0.5
H 8.540 0.442 -5.528 -0.4 0.4 -0.5
H 8.245 1.132 -7.208 0.1 0.1 -0.1
H 3.291 -0.922 -5.756 -0.6 -0.4 -0.1
H 4.458 0.086 -6.283 -0.3 -0.4 0.8

140
Properties=species:S:1:pos:R:3:forces:R:3 method="wB97M-V/def2-TZVPD" lumo_energy_ev=-1.0 orbital_gap_ev=5.705 multiplicity=1 total_energy_ev=-150280.578 total_charge=0
Ir 0.392 0.359 -0.265 -0.5 1.3 -0.2
C 7.093 3.666 1.239 0.0 0.0 0.0
C 5.994 4.389 1.679 0.0 0.0 0.0
C 4.708 3.938 1.416 0.0 0.1 0.0
C 4.500 2.754 0.715 -0.1 0.1 0.0
C 5.612 2.049 0.254 0.0 0.0 0.1
C 6.898 2.496 0.517 0.0 0.0 0.0
C 3.142 2.199 0.441 0.0 0.1 0.0
C 2.774 2.082 -0.904 0.0 0.1 0.0
C 3.431 2.755 -2.000 0.1 -0.1 0.1
C 2.701 2.518 -3.113 -0.1 0.0 0.0
C 1.620 1.638 -2.732 0.0 0.1 0.0
C 0.762 0.975 -3.606 0.0 0.1 -0.1
C 0.774 1.340 -5.052 0.0 0.0 0.0
C 1.899 1.171 -5.855 0.0 -0.1 0.0
C 1.860 1.501 -7.202 0.0 0.0 0.0
C 0.698 2.014 -7.762 0.0 0.0 0.0
C -0.426 2.194 -6.966 0.0 0.0 0.0
C -0.389 1.854 -5.621 -0.1 0.0 0.0
C -0.051 -0.101 -3.237 0.0 0.0 0.0
N -0.250 -0.538 -1.961 0.1 -0.1 -0.2
C -0.890 -1.740 -2.025 0.1 -0.1 0.0
C -1.284 -2.497 -0.917 0.0 0.0 0.0
C -1.697 -3.913 -1.153 -0.1 0.0 0.1
C -2.937 -4.249 -1.688 0.0 0.0 0.0
C -3.281 -5.580 -1.884 0.0 0.0 0.0
C -2.387 -6.587 -1.547 0.0 0.0 0.0
C -1.152 -6.259 -1.005 0.0 0.0 0.0
C -0.810 -4.929 -0.805 0.0 0.0 0.0
C -1.273 -2.048 0.402 -0.2 0.1 -0.1
C -1.880 -2.733 1.517 0.0 0.0 0.0
C -1.727 -1.941 2.601 0.0 0.0 0.0
C -0.979 -0.776 2.179 0.1 -0.1 0.1
N -0.753 -0.863 0.843 0.0 -0.2 0.1
C -0.406 0.166 3.046 -0.1 -0.1 0.1
C 0.663 0.990 2.690 0.1 -0.1 0.0
C 1.497 1.743 3.601 -0.2 0.1 -0.1
C 2.548 2.206 2.896 0.0 -0.1 -0.1
C 2.340 1.824 1.518 0.1 0.0 0.0
N 1.189 1.100 1.432 0.2 -0.3 0.3
C -0.929 0.193 4.444 0.0 0.0 0.0
C -0.111 0.068 5.567 0.0 -0.1 0.0
C -0.639 0.169 6.845 0.0 0.0 0.0
C -2.001 0.365 7.027 0.0 0.0 0.0
C -2.834 0.427 5.919 0.0 0.0 0.0
C -2.301 0.343 4.642 0.0 0.1 0.0
C -1.110 -2.080 -3.407 0.1 0.0 0.1
C -0.620 -1.059 -4.152 0.0 0.1 0.0
N 1.673 1.442 -1.380 0.2 0.0 0.0
H 8.095 4.014 1.452 0.0 0.0 0.0
H 6.138 5.311 2.227 0.0 0.0 0.0
H 3.858 4.528 1.738 0.0 -0.1 0.0
H 5.455 1.134 -0.305 0.0 0.0 0.0
H 7.749 1.930 0.161 0.0 0.0 0.0
H 4.316 3.365 -1.909 0.0 0.0 0.0
H 2.874 2.902 -4.104 0.0 0.0 0.0
H 2.807 0.766 -5.423 0.0 0.0 0.0
H 2.736 1.354 -7.820 0.0 0.0 0.0
H 0.667 2.275 -8.812 0.0 0.0 0.0
H -1.336 2.598 -7.391 0.0 0.0 0.0
H -1.262 1.993 -4.994 0.0 0.0 0.0
H -3.638 -3.461 -1.937 0.0 0.0 0.0
H -4.253 -5.831 -2.289 0.0 0.0 0.0
H -2.656 -7.624 -1.701 0.0 0.0 0.0
H -0.457 -7.041 -0.728 0.0 0.0 0.0
H 0.148 -4.669 -0.369 0.0 0.0 0.0
H -2.378 -3.687 1.459 0.0 0.0 0.0
H -2.047 -2.138 3.610 0.0 0.0 0.0
H 1.310 1.902 4.648 0.0 0.0 0.0
H 3.376 2.779 3.274 0.0 0.0 0.0
H 0.942 -0.149 5.437 0.0 0.1 0.0
H 0.015 0.086 7.704 0.0 0.0 0.0
H -2.411 0.464 8.024 0.0 0.0 0.0
H -3.903 0.548 6.046 0.0 0.0 0.0
H -2.949 0.419 3.781 0.0 0.0 0.0
H -1.595 -2.977 -3.759 0.0 0.0 0.0
H -0.613 -0.975 -5.226 0.0 0.0 0.0
C -5.078 3.968 5.312 0.1 0.0 -0.1
C -3.988 3.686 4.312 -0.1 0.0 0.0
C -4.174 2.770 3.285 0.0 0.0 0.0
C -3.211 2.533 2.308 0.1 -0.1 0.1
C -3.528 1.461 1.293 0.0 0.1 0.0
C -2.016 3.276 2.333 -0.2 0.1 -0.2
As -0.612 3.354 0.930 -0.1 0.2 0.0
N -1.094 2.056 -0.282 1.6 -1.8 -0.6
C -1.821 2.166 -1.472 -0.3 0.0 0.3
C -2.512 1.036 -1.948 -0.4 0.2 0.2
C -3.350 1.104 -3.045 0.1 0.0 0.0
C -3.522 2.304 -3.728 -0.1 0.0 -0.1
C -2.844 3.426 -3.285 0.0 0.0 0.1
C -2.003 3.363 -2.179 0.1 -0.1 0.0
C -1.019 5.159 0.195 0.0 0.0 0.1
C -2.188 5.911 0.377 -0.1 -0.1 0.0
C -3.512 5.304 0.762 0.0 0.1 0.0
C -2.161 7.283 0.126 0.0 0.0 0.0
C -1.030 7.927 -0.341 0.0 0.1 0.0
C -0.995 9.418 -0.557 0.0 -0.1 0.0
C 0.086 7.150 -0.629 0.0 0.0 0.0
C 0.109 5.787 -0.366 0.0 0.1 0.0
C 1.352 5.011 -0.718 0.0 0.1 0.0
C -1.786 4.151 3.408 0.0 0.0 0.0
C -0.510 4.951 3.588 -0.2 -0.1 0.0
C -2.770 4.337 4.375 0.1 0.0 0.1
H -5.868 3.219 5.250 0.0 0.0 0.0
H -5.529 4.943 5.116 0.0 0.0 0.0
H -4.688 3.983 6.331 0.0 0.0 0.0
H -5.102 2.208 3.239 0.0 0.0 0.0
H -4.306 0.802 1.686 0.0 0.0 0.0
H -2.650 0.867 1.058 -0.1 0.0 -0.1
H -3.898 1.886 0.356 0.1 0.0 0.0
H -2.417 0.116 -1.391 -0.2 0.0 0.0
H -3.889 0.218 -3.361 0.0 0.0 0.0
H -4.175 2.360 -4.590 0.0 0.0 0.0
H -2.972 4.372 -3.798 0.0 0.0 0.0
H -1.493 4.252 -1.846 0.0 0.0 -0.1
H -3.623 4.307 0.338 0.0 0.0 0.0
H -4.325 5.926 0.383 0.0 0.0 0.0
H -3.631 5.225 1.844 0.0 0.0 0.0
H -3.068 7.858 0.288 0.0 0.0 0.0
H -1.940 9.881 -0.276 0.0 0.0 0.0
H -0.789 9.655 -1.603 0.0 0.0 0.0
H -0.201 9.866 0.042 0.0 0.0 0.0
H 0.959 7.619 -1.074 0.0 0.0 0.0
H 1.947 5.558 -1.450 0.0 0.0 0.0
H 1.112 4.035 -1.141 0.0 0.0 0.0
H 1.974 4.839 0.165 0.0 -0.1 0.0
H 0.239 4.734 2.831 0.1 0.0 0.0
H -0.075 4.721 4.563 0.0 0.0 0.0
H -0.724 6.021 3.562 0.0 0.0 0.0
H -2.570 5.026 5.193 0.0 0.0 0.0
N 2.893 -3.042 -3.276 -0.1 -0.1 0.1
C 2.681 -1.845 -2.466 0.1 0.0 0.0
C 2.482 -2.218 -1.012 -0.1 0.0 -0.1
O 2.815 -3.462 -0.711 0.1 0.0 0.1
O 2.080 -1.452 -0.162 -0.5 0.4 0.2
H 3.446 -2.843 -4.098 0.0 0.0 0.0
H 2.004 -3.414 -3.592 0.0 0.0 -0.1
H 3.122 -3.860 -1.558 0.0 0.0 0.0
H 1.844 -1.232 -2.784 0.0 0.0 0.0
H 3.575 -1.216 -2.490 0.0 0.0 0.0